Formula: C40H120N10O15
Source: the Open Molecules 2025 dataset
Level of theory: ωB97M-V with the def2-TZVPD basis set

Structure (XYZ):
```
185
Properties=species:S:1:pos:R:3:forces:R:3
O 2.861 -1.643 7.701 0.44 0.58 -1.79
H 2.570 -1.856 8.561 -0.67 -0.27 1.41
H 2.118 -1.225 7.223 0.19 -0.43 0.28
O 0.882 2.365 3.965 0.23 -0.68 -0.35
H 1.182 1.523 3.509 -0.28 0.86 0.44
H 1.667 2.892 4.163 -0.16 -0.30 -0.15
O 4.713 -0.052 2.144 -0.15 0.69 1.07
H 5.035 -0.348 3.011 -0.05 0.07 -0.50
H 4.905 -0.752 1.513 0.17 -0.78 -0.58
O 0.612 -1.221 5.852 -0.02 -1.51 -0.25
H -0.154 -0.631 5.925 -0.15 -0.75 -0.25
H 0.308 -2.168 5.652 0.28 1.88 0.55
O -2.115 -0.230 5.221 0.09 0.04 0.31
H -1.704 0.645 5.178 -0.29 -0.08 -0.37
H -2.545 -0.407 4.372 0.19 0.16 -0.13
C 4.025 -3.812 -1.420 0.27 0.29 0.55
C 4.109 -3.249 -0.013 -0.65 1.35 -0.19
C 4.772 -4.219 0.943 -1.53 0.39 1.09
O 3.890 -5.279 1.272 -0.50 0.44 -0.32
C 4.361 -6.124 2.272 0.37 -1.17 0.54
N 4.945 -1.969 -0.001 -0.82 -0.63 -1.10
H 3.484 -4.732 -1.303 -0.17 -0.65 -0.63
H 5.043 -3.954 -1.743 0.48 -0.61 -0.31
H 3.590 -3.159 -2.176 -0.43 0.08 0.31
H 3.046 -3.087 0.334 1.19 0.34 -0.04
H 5.018 -3.677 1.867 0.25 -0.02 -0.12
H 5.621 -4.651 0.501 1.69 -0.41 -0.61
H 3.549 -6.840 2.520 0.52 0.46 -0.17
H 4.690 -5.623 3.192 -0.39 0.40 -0.04
H 5.264 -6.703 1.982 -0.42 0.11 -0.30
H 5.841 -2.285 -0.403 -0.21 0.35 0.39
H 4.584 -1.348 -0.770 0.36 -0.55 0.98
C -2.264 -4.674 6.068 0.09 3.06 -0.60
C -1.794 -4.242 4.610 -0.50 0.24 2.20
C -0.415 -4.878 4.424 -0.57 0.20 -0.04
O 0.400 -4.380 5.462 0.07 0.52 -0.75
C 1.724 -4.813 5.372 0.74 0.25 -0.61
N -2.671 -4.756 3.611 -0.66 -0.61 -1.00
H -2.192 -5.702 6.260 0.40 -1.60 0.05
H -3.325 -4.391 6.234 0.63 0.10 -0.10
H -1.599 -4.099 6.761 -0.79 -0.71 -0.22
H -1.880 -3.112 4.622 0.89 -1.11 -0.20
H -0.028 -4.737 3.397 0.18 0.37 0.39
H -0.526 -5.975 4.551 -0.06 0.32 -0.13
H 1.780 -5.878 5.158 -0.01 -0.37 0.39
H 2.170 -4.520 6.302 0.49 -0.25 0.53
H 2.333 -4.343 4.570 -0.61 0.16 0.11
H -3.264 -4.071 3.176 0.10 0.49 -0.10
H -3.311 -5.379 4.062 -0.36 -0.66 -0.05
C 0.550 1.802 -4.334 0.56 -0.51 -0.49
C -0.078 1.654 -5.795 1.36 -1.75 2.50
C -0.301 0.128 -6.020 0.17 0.46 0.70
O 0.974 -0.549 -5.910 -1.04 0.68 -0.28
C 0.880 -1.854 -6.410 -2.28 0.17 -0.08
N -1.288 2.378 -5.824 -1.64 -0.18 0.39
H 1.612 1.487 -4.389 -0.45 0.23 0.30
H 0.036 1.134 -3.587 0.27 0.70 -0.84
H 0.483 2.852 -3.973 0.10 -0.67 -0.33
H 0.641 1.984 -6.523 0.24 0.30 -0.46
H -0.764 -0.047 -6.969 0.14 0.01 -1.20
H -1.095 -0.296 -5.351 0.91 0.36 0.27
H 0.402 -1.908 -7.414 0.76 0.20 0.22
H 0.206 -2.442 -5.793 -0.37 -0.19 0.40
H 1.795 -2.347 -6.328 1.74 -0.48 -0.33
H -1.128 3.370 -5.946 0.06 0.14 -0.02
H -1.646 2.219 -4.871 -0.39 0.50 -0.76
C -0.607 7.877 -5.678 0.86 0.22 0.16
C -0.060 6.428 -5.572 -1.36 1.77 1.54
C -0.287 5.927 -4.152 -0.30 -0.89 -0.08
O 0.658 6.414 -3.218 0.69 -0.57 -0.26
C 1.796 5.522 -3.117 -0.52 0.91 -0.23
N -0.690 5.534 -6.529 -0.11 0.52 -1.09
H -0.500 8.237 -6.704 0.38 0.25 0.10
H -0.019 8.483 -4.956 -0.39 0.01 -0.63
H -1.671 8.041 -5.454 0.16 -0.66 0.24
H 1.021 6.481 -5.571 0.37 -0.22 -1.04
H -0.216 4.858 -4.255 0.21 -0.75 0.30
H -1.286 6.071 -3.754 -0.24 0.53 -0.04
H 2.176 5.212 -4.090 -0.37 -0.27 -0.26
H 1.577 4.672 -2.480 -0.12 -0.23 0.03
H 2.602 6.094 -2.708 0.38 0.38 0.63
H -0.311 5.783 -7.454 -0.06 -0.44 0.41
H -1.657 5.884 -6.624 0.37 -0.53 0.20
C 1.105 -7.166 -0.287 1.41 0.78 -0.71
C 0.552 -6.039 0.577 -1.72 -2.72 0.45
C 0.327 -4.846 -0.211 -0.20 2.34 -1.08
O -0.427 -5.155 -1.376 -1.14 1.29 -0.02
C -1.228 -3.998 -1.765 1.58 -0.67 0.32
N -0.705 -6.645 1.159 1.01 0.72 0.44
H 1.213 -8.043 0.297 -0.04 -0.91 0.58
H 2.118 -6.938 -0.683 -0.52 0.07 0.13
H 0.461 -7.377 -1.151 0.04 0.17 0.37
H 1.170 -5.741 1.415 0.47 -0.34 0.21
H 1.289 -4.432 -0.528 0.23 0.10 -0.02
H -0.147 -3.999 0.366 0.21 -0.97 -0.34
H -2.056 -4.345 -2.351 -0.40 -0.25 -0.32
H -0.599 -3.309 -2.385 -0.54 -0.31 0.66
H -1.581 -3.539 -0.830 -0.05 0.30 -0.54
H -1.160 -5.932 1.700 -0.45 0.27 0.53
H -1.381 -6.918 0.465 0.15 0.00 -0.58
C -4.111 2.519 -3.113 -1.63 0.09 -1.07
C -4.274 1.459 -2.053 1.41 -0.83 -0.90
C -2.877 1.238 -1.509 1.23 -0.54 -1.08
O -2.052 0.539 -2.485 -0.12 2.58 -0.20
C -2.047 -0.811 -2.538 -1.45 -3.20 1.18
N -5.139 1.695 -0.927 -1.52 1.21 -0.17
H -3.311 2.309 -3.794 0.81 -0.24 0.07
H -3.998 3.487 -2.692 0.30 1.05 0.42
H -4.951 2.555 -3.825 -0.22 0.07 0.50
H -4.521 0.570 -2.644 -0.50 -0.34 0.67
H -2.812 0.648 -0.611 -0.35 -0.05 0.71
H -2.411 2.230 -1.370 -0.01 -0.69 0.15
H -1.138 -1.240 -2.136 0.73 0.15 -0.18
H -2.212 -1.242 -3.564 -0.02 0.58 0.82
H -2.794 -1.328 -1.806 0.49 0.98 -1.29
H -4.717 2.428 -0.366 0.46 -0.13 0.36
H -5.977 2.216 -1.245 0.28 -0.78 0.02
C -2.828 7.190 0.187 0.36 -0.06 -1.53
C -1.942 5.929 0.203 -0.35 -0.61 1.38
C -2.765 4.677 0.541 -0.56 0.06 -0.33
O -2.041 3.459 0.421 -0.91 0.58 0.11
C -1.138 3.166 1.435 -0.21 -0.62 1.72
N -1.381 5.678 -1.086 0.76 -1.56 -0.46
H -3.760 7.012 -0.441 0.94 0.17 1.10
H -2.232 7.911 -0.407 -0.39 0.00 0.36
H -3.000 7.654 1.162 -0.28 -0.37 -0.15
H -1.212 5.953 1.075 -0.28 0.54 -0.94
H -3.549 4.525 -0.239 0.15 0.55 0.71
H -3.172 4.831 1.568 -0.04 -0.46 -0.53
H -1.506 3.287 2.504 0.06 0.46 -1.19
H -0.225 3.718 1.299 0.65 0.10 0.19
H -0.980 2.095 1.391 0.52 -0.21 -0.26
H -0.844 6.404 -1.545 0.22 -0.17 0.48
H -0.870 4.754 -1.047 -0.61 1.63 -0.40
C -4.622 1.966 3.948 -0.19 0.93 0.17
C -5.472 0.967 3.255 -1.12 -2.66 -1.86
C -5.146 -0.545 3.513 0.45 0.32 -1.85
O -3.952 -0.971 2.826 0.31 0.26 -0.47
C -4.273 -1.501 1.547 -1.44 -0.98 0.13
N -6.876 1.016 3.646 -0.45 -1.16 -1.24
H -4.667 1.797 5.022 -0.04 0.12 0.25
H -4.936 3.039 3.730 0.53 -1.35 0.12
H -3.606 1.764 3.641 0.43 0.42 -0.10
H -5.370 1.026 2.136 0.04 0.46 0.77
H -5.943 -1.153 3.030 0.00 0.53 0.92
H -5.002 -0.786 4.542 -0.17 -0.07 0.88
H -5.130 -1.009 1.040 0.22 -0.03 0.64
H -4.518 -2.591 1.637 0.01 0.68 0.02
H -3.516 -1.436 0.810 1.46 0.32 -0.20
H -7.003 1.833 4.150 -1.05 1.80 0.87
H -7.585 0.860 2.895 1.16 0.49 1.02
C 5.091 3.925 -0.119 -1.20 0.77 -1.48
C 4.311 2.784 -0.910 -1.34 1.18 2.33
C 5.294 1.690 -1.194 -0.95 -0.60 -0.70
O 4.641 0.601 -1.904 0.50 0.14 1.03
C 4.429 0.777 -3.296 2.37 -1.80 1.56
N 3.159 2.343 0.002 1.46 0.19 -0.43
H 5.697 3.531 0.696 0.08 -0.18 -0.20
H 4.372 4.646 0.323 0.17 -0.61 -0.16
H 5.690 4.568 -0.809 -0.07 -0.77 0.50
H 3.745 3.125 -1.815 1.04 0.07 0.51
H 5.635 1.272 -0.231 0.09 0.10 -0.53
H 6.103 2.150 -1.777 0.24 -0.54 -0.04
H 5.411 0.927 -3.727 0.01 0.56 -0.68
H 3.702 1.464 -3.483 -1.70 2.41 -0.77
H 4.067 -0.160 -3.643 -0.34 -0.93 -0.41
H 2.860 1.455 -0.374 -0.34 -0.27 -0.12
H 3.543 2.095 0.924 -0.06 0.17 -0.38
C -0.327 -1.595 2.191 -0.92 0.63 0.27
C 1.149 -1.354 2.071 0.75 -1.70 -0.21
C 1.485 -0.774 0.725 -1.47 1.50 -1.21
O 0.984 -1.478 -0.422 0.25 -0.51 1.59
C 1.584 -0.993 -1.578 -1.79 -0.61 -1.80
N 1.592 -0.315 3.019 0.77 -1.36 1.71
H -0.894 -0.742 1.758 0.18 -0.26 0.70
H -0.609 -1.833 3.223 -0.02 0.57 -0.03
H -0.677 -2.450 1.652 0.12 -0.66 -0.67
H 1.645 -2.429 2.194 -0.43 2.08 -0.07
H 2.542 -0.616 0.598 0.72 -0.06 0.14
H 0.994 0.257 0.692 0.62 -0.91 0.20
H 1.343 -1.756 -2.382 0.44 0.95 0.68
H 2.637 -0.886 -1.470 1.04 0.12 -0.01
H 1.134 -0.026 -1.893 0.31 -0.30 0.15
H 2.634 -0.189 2.897 -1.36 -0.26 0.37
H 1.382 -0.696 4.009 0.70 0.94 -1.79
```
Positions in Å, forces in eV/Å.

The calculation puts the HOMO energy at -8.7 eV. Its max |F| is 3.70 eV/A. The energy above the lowest of the compared OMol25 structures with the same formula, charge and spin is 243.7 kJ/mol. Its multiplicity is 1. The frontier orbital gap is 9.22 eV. Its charge is 0. Its total energy is -89032.7563 eV.